The following is a DFT calculation (ωB97M-V with the def2-TZVPD basis set) of the molecule C5H9NO.

The geometry in XYZ format:
```
16
Properties=species:S:1:pos:R:3
N -1.8584 1.2862 -1.4521
C -1.0133 0.5311 -0.8890
C 0.4662 0.7895 -0.9783
C 1.1430 0.5829 0.3760
C 0.8764 -0.8623 0.7853
C -0.6277 -1.1018 0.8648
O -1.3840 -0.6212 -0.2547
H -2.8023 0.9262 -1.3013
H 0.8713 0.0470 -1.6803
H 0.6216 1.7805 -1.4068
H 0.7218 1.2701 1.1231
H 2.2152 0.7940 0.3117
H 1.3381 -1.5335 0.0490
H 1.3123 -1.1029 1.7620
H -1.0222 -0.6170 1.7684
H -0.8578 -2.1689 0.9221
```

Properties
**LUMO energy**: 0.034 Ha
**Charge**: 0
**E_HOMO**: -0.36297 Eh
**Orbital gap**: 10.802 eV
**Max |F|**: 0.0076 hartree/bohr
**Molecular weight**: 99.13 g mol⁻¹


The following is a DFT calculation (ωB97M-V with the def2-TZVPD basis set) of the molecule C5H9NO.

The geometry in XYZ format:
```
16
Properties=species:S:1:pos:R:3
C 1.9639 0.1943 -0.1816
C 0.6894 -0.0454 0.6370
C -0.4665 -0.6145 -0.1426
O -0.3267 -1.9101 -0.4661
C -1.8807 -0.2126 -0.1035
C -2.0351 1.2295 0.4835
N -1.2573 2.0604 -0.0106
H 1.7876 0.9754 -0.9269
H 2.7863 0.5123 0.4689
H 2.2841 -0.7115 -0.7103
H 0.3978 0.8740 1.1474
H 0.9085 -0.7957 1.4186
H -0.6050 1.7143 -0.7577
H 0.5313 -2.2434 -0.1604
H -2.4396 -1.0263 0.3707
H -2.3383 -0.0007 -1.0665
```

Properties
**LUMO energy (alpha / beta)**: -0.017 / 0.015 Ha
**Charge**: 0
**E_HOMO (alpha / beta)**: -0.26101 / -0.30633 Eh
**Orbital gap (alpha / beta)**: 6.640 / 8.732 eV
**Max |F|**: 0.0396 hartree/bohr
**Molecular weight**: 99.13 g mol⁻¹


The following is a DFT calculation (ωB97M-V with the def2-TZVPD basis set) of the molecule C5H9NO.

The geometry in XYZ format:
```
16
Properties=species:S:1:pos:R:3
C -1.2306 -0.2136 1.1414
C -1.1892 -0.0326 -0.3627
N -1.0600 1.3630 -0.6988
C 0.0934 0.1276 -1.0984
C 1.3724 0.2305 -0.2962
C 1.8762 -1.0760 0.2849
O 1.2140 -2.0717 0.4502
H -0.5323 0.4557 1.6543
H -2.2361 0.0618 1.4787
H -1.0228 -1.2439 1.4260
H -1.9741 -0.5876 -0.8682
H -1.6431 1.4886 -1.5463
H -0.0354 0.9946 -1.7977
H 1.2415 0.9152 0.5523
H 2.1786 0.6488 -0.9097
H 2.9473 -1.0603 0.5903
```

Properties
**LUMO energy**: 0.039 Ha
**Charge**: 0
**E_HOMO**: -0.32859 Eh
**Orbital gap**: 10.002 eV
**Max |F|**: 0.0518 hartree/bohr
**Molecular weight**: 99.13 g mol⁻¹


The following is a DFT calculation (ωB97M-V with the def2-TZVPD basis set) of the molecule C5H9NO.

The geometry in XYZ format:
```
16
Properties=species:S:1:pos:R:3
C 0.5888 1.0139 1.0122
C 0.7572 -0.4970 0.9320
N -0.4005 -1.3379 1.2828
C -0.0540 -1.1509 -0.1283
C -0.9826 -0.1648 -0.8036
C -0.4076 0.6943 -1.8682
O 0.7089 1.1771 -1.7679
H -0.2058 1.2814 1.7256
H 1.4885 1.5528 1.2750
H 0.5373 1.3657 -0.0564
H 1.7436 -0.8915 1.1548
H -0.0847 -2.2556 1.5926
H 0.3477 -1.9941 -0.6895
H -0.9536 0.6446 -0.0216
H -2.0051 -0.5037 -0.9820
H -1.0782 1.0656 -2.6576
```

Properties
**LUMO energy**: 0.035 Ha
**Charge**: 0
**E_HOMO**: -0.35149 Eh
**Orbital gap**: 10.509 eV
**Max |F|**: 0.0358 hartree/bohr
**Molecular weight**: 99.13 g mol⁻¹


The following is a DFT calculation (ωB97M-V with the def2-TZVPD basis set) of the ion C5H9NO2 with charge -1.

The geometry in XYZ format:
```
17
Properties=species:S:1:pos:R:3
O 2.5378 -0.8048 0.3130
C 1.4338 -0.9290 -0.1969
N 0.7280 0.1425 -0.6370
C -0.6881 0.1751 -1.0089
C -1.6321 0.1804 0.2050
C -1.9307 1.5268 0.7617
O -0.9590 2.2859 1.1500
C 0.8222 -2.2837 -0.4597
H 1.0134 0.9759 -0.1318
H -0.7897 1.0546 -1.6472
H -0.9156 -0.6724 -1.6477
H -2.5759 -0.3113 -0.0750
H -1.1631 -0.4454 0.9858
H -2.9670 1.8957 0.7389
H 0.2284 -2.3818 -1.3620
H 1.5905 -3.0410 -0.3052
H 0.1397 -2.4883 0.3450
```

Properties
**LUMO energy (alpha / beta)**: 0.139 / 0.136 Ha
**Charge**: -1
**E_HOMO (alpha / beta)**: -0.00009 / -0.12729 Eh
**Orbital gap (alpha / beta)**: 3.786 / 7.154 eV
**Max |F|**: 0.0192 hartree/bohr
**Spin multiplicity**: 2
**Molecular weight**: 115.13 g mol⁻¹


The following is a DFT calculation (ωB97M-V with the def2-TZVPD basis set) of a cluster of 2 separate species, C5H9NO2 in total.

The geometry in XYZ format:
```
17
Properties=species:S:1:pos:R:3
C 0.6911 -0.7803 -0.1041
C 1.6091 -0.9568 -1.3023
N 1.0206 0.4614 0.6077
C 1.1408 -0.5612 1.4534
C -1.8081 0.9972 -0.2890
C -1.7521 1.6239 0.9036
O -0.2860 -1.7660 -0.0495
O 1.5047 -0.8104 2.5545
H -0.7241 -1.8532 -0.9061
H 0.4871 1.3202 0.6736
H -2.3743 0.0703 -0.3442
H -1.8499 1.5775 -1.2017
H 1.0577 -0.8145 -2.2326
H 2.4383 -0.2550 -1.3018
H 2.0460 -1.9536 -1.2877
H -1.3642 2.6269 0.9978
H -1.8367 1.0736 1.8285
```

Properties
**LUMO energy**: 0.023 Ha
**Charge**: 0
**E_HOMO**: -0.31730 Eh
**Orbital gap**: 9.264 eV
**Max |F|**: 0.0914 hartree/bohr
**Molecular weight**: 115.13 g mol⁻¹


The following is a DFT calculation (ωB97M-V with the def2-TZVPD basis set) of a cluster of 2 separate species, C5H9NO2 in total.

The geometry in XYZ format:
```
17
Properties=species:S:1:pos:R:3
O -2.6771 0.9282 0.4724
C -1.8922 0.1591 -0.1108
O -2.1464 -0.5366 -1.1101
C -0.5264 0.0464 0.5563
C 0.6369 -0.1965 -0.4466
C 1.8249 -0.8930 0.0343
C 3.0316 -0.1789 0.3147
N 3.0729 1.1039 0.2297
H -5.4286 -1.8626 0.0709
H -0.4058 0.9395 1.1756
H -0.7692 -0.7621 1.2561
H 1.0022 0.7598 -0.8367
H 0.2411 -0.7576 -1.2856
H 1.9614 -1.9047 -0.3583
H 3.7809 -0.6796 0.9363
H 3.7151 1.5581 0.8780
H -5.0872 -1.2666 -0.2230
```

Properties
**LUMO energy**: -0.158 Ha
**Charge**: 0
**E_HOMO**: -0.31705 Eh
**Orbital gap**: 4.320 eV
**Max |F|**: 0.0744 hartree/bohr
**Molecular weight**: 115.13 g mol⁻¹


The following is a DFT calculation (ωB97M-V with the def2-TZVPD basis set) of the molecule C5H9NO2.

The geometry in XYZ format:
```
17
Properties=species:S:1:pos:R:3
O 2.2654 -0.2459 -0.7296
C 2.1123 -0.1380 0.4614
O 3.0578 -0.5582 1.3200
C 0.8649 0.5147 1.0570
C 0.0851 1.3288 -0.0056
C -1.2739 0.6646 -0.3688
C -1.3740 -0.6270 -0.7045
N -2.6230 -1.1567 -1.0501
H 3.5990 -1.1949 0.8315
H 0.2174 -0.3435 1.2537
H 1.1071 1.0760 1.9534
H 0.5275 1.2908 -1.0044
H -0.0035 2.3884 0.1757
H -2.0630 1.3948 -0.3219
H -0.5108 -1.2408 -0.9799
H -3.3592 -1.1006 -0.3741
H -2.6290 -2.0524 -1.5140
```

Properties
**LUMO energy**: 0.030 Ha
**Charge**: 0
**E_HOMO**: -0.29434 Eh
**Orbital gap**: 8.827 eV
**Max |F|**: 0.0403 hartree/bohr
**Molecular weight**: 115.13 g mol⁻¹


The following is a DFT calculation (ωB97M-V with the def2-TZVPD basis set) of a cluster of 2 separate species, C5H9NO2 in total.

The geometry in XYZ format:
```
17
Properties=species:S:1:pos:R:3
C -1.1793 -0.1155 0.8967
C -0.5691 1.1300 0.3289
C -2.1612 -0.7036 -0.0486
N -1.6149 -1.6286 -0.8758
C 2.4524 0.6162 -0.6043
C 2.1815 -0.6298 -0.0005
O 1.6517 -0.7929 1.0928
O -3.3394 -0.3969 -0.0770
H -0.3358 -0.8358 1.0265
H -1.6127 0.0577 1.8855
H -1.2152 1.9998 0.2208
H 0.2961 1.3841 0.9329
H -0.2027 0.9076 -0.6754
H -2.0763 -1.6864 -1.7813
H 2.2426 1.5771 -0.1672
H 2.9993 0.6149 -1.5466
H 2.4829 -1.4979 -0.6074
```

Properties
**LUMO energy**: -0.171 Ha
**Charge**: 0
**E_HOMO**: -0.29820 Eh
**Orbital gap**: 3.448 eV
**Max |F|**: 0.0176 hartree/bohr
**Molecular weight**: 115.13 g mol⁻¹


The following is a DFT calculation (ωB97M-V with the def2-TZVPD basis set) of the molecule C5H9NO2.

The geometry in XYZ format:
```
17
Properties=species:S:1:pos:R:3
C 2.0025 -1.0185 0.6557
C -0.1212 0.1118 -0.2036
C -0.7293 -1.1513 -0.7280
C -1.1008 0.7794 0.5818
C -0.9103 2.2323 -0.2166
H 1.6118 -2.0901 0.6056
H 2.9177 -0.4258 -0.0624
H 2.3328 -1.0892 1.8207
H -1.6694 -0.7862 -1.2609
H -0.0254 -1.8667 -1.3647
H -0.9123 -1.8974 0.0228
H -1.3380 0.6447 1.5322
H -2.0317 0.3554 0.1103
H -1.0839 3.1446 0.1757
N -0.1217 2.2329 -1.1166
O 0.8047 -0.1094 0.8699
O 0.3744 0.9335 -1.4220
```

Properties
**LUMO energy**: 0.031 Ha
**Charge**: 0
**E_HOMO**: -0.36490 Eh
**Orbital gap**: 10.765 eV
**Max |F|**: 0.1919 hartree/bohr
**Molecular weight**: 115.13 g mol⁻¹


The following is a DFT calculation (ωB97M-V with the def2-TZVPD basis set) of the molecule C5H9NO2.

The geometry in XYZ format:
```
17
Properties=species:S:1:pos:R:3
C -1.9026 -0.5886 -0.2682
C -1.0843 0.5949 0.3575
C 0.4884 0.8083 -0.0532
C 1.4784 -1.2749 0.5468
C 2.7147 -0.5160 -0.0980
H -3.5025 0.4016 -0.2777
H -1.2695 -1.4480 0.0598
H -1.6803 -0.4972 -1.4509
H -1.4218 1.6758 0.2821
H -1.1110 0.6066 1.5010
H 1.1530 -0.4756 1.4213
H 1.2503 -2.2711 0.6760
H 3.3346 0.1727 0.5130
H 3.0908 -1.3475 -0.7193
N 1.3105 -0.3736 -0.6861
O -3.2515 -0.5099 0.0207
O 0.8533 1.9668 -0.0349
```

Properties
**LUMO energy**: 0.029 Ha
**Charge**: 0
**E_HOMO**: -0.35855 Eh
**Orbital gap**: 10.537 eV
**Max |F|**: 0.1563 hartree/bohr
**Molecular weight**: 115.13 g mol⁻¹


The following is a DFT calculation (ωB97M-V with the def2-TZVPD basis set) of the molecule C5H9NO2.

The geometry in XYZ format:
```
17
Properties=species:S:1:pos:R:3
C -1.0207 -2.5392 -0.0553
C -0.7653 -1.3615 0.5110
C -1.9425 0.6233 -0.0153
C 1.1413 1.7477 -0.4093
C -0.5394 -0.0613 -0.2086
N 0.4339 0.7577 0.4089
O -1.8027 1.6068 0.8444
O -2.9038 0.2623 -0.6287
H -1.3969 -3.4702 0.4904
H -1.3163 -2.6673 -1.1404
H -0.5541 -1.1942 1.5876
H 0.4866 1.9711 -1.1967
H 1.4391 2.5957 0.2436
H 2.0249 1.2177 -0.7226
H -0.3581 0.0174 -1.2936
H 1.1353 0.2392 0.8893
H -0.8400 1.5783 0.9696
```

Properties
**LUMO energy**: 0.027 Ha
**Charge**: 0
**E_HOMO**: -0.34382 Eh
**Orbital gap**: 10.101 eV
**Max |F|**: 0.0526 hartree/bohr
**Molecular weight**: 115.13 g mol⁻¹


The following is a DFT calculation (ωB97M-V with the def2-TZVPD basis set) of a structure of composition C5H9NO2.

The geometry in XYZ format:
```
17
Properties=species:S:1:pos:R:3
C -1.4895 1.0659 -0.1659
C 2.2482 0.2950 0.5032
C -0.3110 -0.9744 0.5636
N -0.6866 -1.7453 -0.5127
C -0.2253 0.8914 0.3751
C 0.9451 0.3103 -0.2338
O -1.6914 0.8127 -1.5015
O -0.2301 -1.3985 1.6918
H -2.6270 0.9122 -1.7195
H -2.3318 1.3723 0.4362
H -1.2463 -2.5478 -0.2630
H -0.9428 -1.2618 -1.3604
H -0.1223 1.2253 1.3990
H 0.9358 0.1768 -1.3098
H 2.8128 -0.6182 0.2838
H 2.8649 1.1584 0.2299
H 2.0974 0.3256 1.5840
```

Properties
**LUMO energy**: 0.020 Ha
**Charge**: 0
**E_HOMO**: -0.25287 Eh
**Orbital gap**: 7.431 eV
**Max |F|**: 0.0702 hartree/bohr
**Molecular weight**: 115.13 g mol⁻¹


The following is a DFT calculation (ωB97M-V with the def2-TZVPD basis set) of a cluster of 2 separate species, C5H9NO2P in total.

The geometry in XYZ format:
```
18
Properties=species:S:1:pos:R:3
C -2.7433 -0.6140 -0.1071
C -2.4946 0.7672 -0.0698
C -1.8057 -1.5574 -0.0082
C -1.4057 1.4785 0.1944
C 1.9053 -0.5338 0.6961
N 1.9253 0.0657 -0.6045
O -0.4173 -1.3251 0.0616
O -0.1393 1.0829 0.7217
P 0.0927 -0.4756 1.3145
H -3.7192 -0.9222 -0.1511
H -3.2627 1.4617 -0.4565
H -2.0298 -2.7015 -0.0217
H -1.2634 2.5245 -0.0491
H 2.5227 -1.3553 0.8008
H 2.9126 0.6360 1.8880
H 1.3255 1.0527 -0.6830
H 1.4523 -0.7090 -1.0710
H 2.8397 0.0705 -0.8378
```

Properties
**LUMO energy (alpha / beta)**: -0.174 / -0.174 Ha
**Charge**: +1
**E_HOMO (alpha / beta)**: -0.45847 / -0.45846 Eh
**Orbital gap (alpha / beta)**: 7.734 / 7.735 eV
**Max |F|**: 0.1303 hartree/bohr
**Molecular weight**: 146.11 g mol⁻¹


The following is a DFT calculation (ωB97M-V with the def2-TZVPD basis set) of the ion C5H9NO2P with charge +1.

The geometry in XYZ format:
```
18
Properties=species:S:1:pos:R:3
C 0.4847 0.1730 -0.4765
C 0.1439 -1.2025 1.5244
C 1.4466 -1.4561 0.8494
C -0.7438 2.1234 -0.9715
C 0.4690 1.2791 -1.3524
N -0.7307 -0.5807 0.4630
O -2.8916 -1.9452 0.7288
O 1.5276 -0.4938 -0.2203
P -2.2902 -0.8889 -0.1161
H -0.3246 -2.1643 1.7414
H 0.3287 -0.5502 2.3279
H 2.3989 -1.3477 1.4712
H 1.6643 -2.4190 0.5084
H -1.6618 1.4676 -0.9371
H -1.0320 2.9213 -1.7588
H -0.6352 2.4854 0.0278
H 1.4942 1.7126 -1.3986
H 0.3518 0.8861 -2.4111
```

Properties
**LUMO energy**: -0.202 Ha
**Charge**: +1
**E_HOMO**: -0.52698 Eh
**Orbital gap**: 8.851 eV
**Max |F|**: 0.1260 hartree/bohr
**Molecular weight**: 146.11 g mol⁻¹


In order of appearance, energy relative to the best compared isomer or geometry (same formula, charge and spin) = 0.8428, 5.0446, 4.5579, 3.2278, 0.3373, 4.6952, 6.8578, 1.2335, 7.2575, 6.6331, 4.8006, 2.0114, 3.5021, 3.2171, 0.4198 eV.
In order of appearance, DFT total energy = -8868.3698, -8864.1681, -8864.6547, -8865.9848, -10915.4281, -10911.8804, -10909.7179, -10915.3422, -10909.3181, -10909.9425, -10911.7751, -10914.5643, -10913.0736, -20193.0774, -20195.8747 eV.